{"formula": "C9H18N3S", "method": "wB97M-V/def2-TZVPD", "elements": ["C", "N", "H", "N", "H", "C", "H", "N", "H", "H", "S", "C", "C", "H", "H", "C", "H", "C", "H", "C", "C", "C", "H", "H", "H", "H", "H", "H", "H", "H", "H"], "positions_angstrom": [[-2.765625, 1.984924, -0.128501], [0.686303, -0.762236, 0.445551], [5.852748, 0.060914, -1.322414], [1.786999, -1.394600, 0.457180], [2.603680, 2.636435, -1.225081], [1.746492, -2.794884, 0.349546], [-2.692094, 2.679757, 0.704536], [-0.559157, 1.235101, 0.406812], [-2.450191, 2.487981, -1.039074], [-0.203138, -1.270098, 0.288732], [1.981673, 1.413111, 1.115666], [-2.466834, -0.019705, 1.334318], [3.244069, 1.897940, -0.830276], [-2.593034, 0.658082, 2.175227], [2.206132, -3.213878, 1.250144], [5.286886, 0.284132, -0.414881], [-3.810059, 1.707067, -0.237242], [-1.927998, -0.132720, -1.142003], [4.885417, -0.651419, -0.022338], [4.226164, 1.185782, -0.726185], [-1.916359, 0.738860, 0.120180], [0.599124, 0.589900, 0.612397], [-3.436994, -0.445008, 1.088847], [0.738952, -3.210140, 0.219538], [-1.810973, -0.829225, 1.652534], [-1.251389, 0.271291, -1.891948], [5.959700, 0.729596, 0.316064], [2.387807, -3.092522, -0.483844], [-0.512681, 2.221794, 0.624086], [-2.929878, -0.136557, -1.563292], [-1.666671, -1.171996, -0.948944]], "forces_ev_per_angstrom": [[0.1, -0.1, 0.0], [-2.0, -0.1, -0.2], [0.0, -0.1, 0.1], [1.5, 0.8, 0.0], [-0.2, 0.4, -0.2], [-0.3, -0.9, 0.0], [0.0, 0.1, 0.1], [0.2, 0.1, 0.0], [0.0, 0.1, -0.1], [0.5, 0.2, 0.1], [0.2, 0.4, 0.4], [0.0, 0.2, -0.2], [0.1, -0.1, -0.1], [0.0, 0.0, 0.1], [-0.1, -0.1, 0.0], [0.6, -0.3, -0.1], [-0.1, -0.1, 0.0], [0.0, 0.1, 0.1], [0.0, 0.0, 0.0], [-0.6, 0.2, 0.2], [-0.3, -0.3, 0.0], [0.1, 0.3, 0.0], [-0.1, -0.1, 0.0], [0.1, -0.1, 0.0], [0.0, -0.1, 0.0], [0.0, 0.0, -0.1], [0.0, -0.1, 0.0], [-0.1, 0.0, 0.0], [0.2, -0.1, 0.0], [-0.1, -0.1, 0.0], [0.0, -0.1, 0.0]], "lowdin_charge": [-0.031, 0.002, 0.102, -0.003, 0.046, -0.078, 0.093, 0.062, 0.097, 0.139, 0.919, -0.019, -0.059, 0.095, 0.103, -0.067, 0.099, -0.027, 0.089, -0.159, -0.588, -0.677, 0.099, 0.091, 0.075, 0.098, 0.100, 0.099, 0.130, 0.097, 0.071], "spin_multiplicity": 1, "energy_ha": -915.78508, "total_charge": 1, "de_lowest_kcal_mol": 84.72, "homo_energy_ev": [-11.70, -11.90], "fmax_ev_per_a": 2.0}



{"formula": "C3H6O3", "method": "wB97M-V/def2-TZVPD", "elements": ["O", "C", "H", "C", "H", "C", "H", "O", "O", "H", "H", "H"], "positions_angstrom": [[-1.700183, -1.144467, -0.288784], [0.457506, 1.041456, 0.088593], [1.756610, -0.763759, -0.513287], [0.779321, -0.377062, -0.834781], [-0.216371, 1.647295, -0.509252], [-0.188433, 0.326624, 1.171792], [0.437435, -0.033760, 1.982719], [0.340440, -0.466494, -1.957597], [-0.420120, -1.229640, 0.349470], [-1.445163, -1.069303, -1.232647], [-1.216523, 0.579497, 1.412936], [1.415481, 1.489615, 0.330837]], "forces_ev_per_angstrom": [[0.6, -0.1, 0.3], [0.5, -1.9, -1.7], [-0.3, -0.7, 0.2], [0.5, 3.3, -0.1], [0.2, 0.2, 0.1], [-0.8, -2.7, -0.6], [-0.2, 0.1, 0.1], [-0.2, -0.5, 0.0], [-0.6, 2.0, 1.6], [0.2, 0.1, 0.0], [0.1, -0.2, 0.2], [-0.1, 0.2, 0.0]], "lowdin_charge": [-0.034, -0.108, 0.133, -0.317, 0.109, 0.000, 0.114, -0.005, -0.194, 0.087, 0.113, 0.103], "spin_multiplicity": 1, "energy_ha": -343.44077, "de_lowest_kcal_mol": 134.15, "homo_energy_ev": -9.11, "fmax_ev_per_a": 3.3}



{"formula": "C2H4FNO", "method": "wB97M-V/def2-TZVPD", "elements": ["H", "H", "H", "C", "C", "F", "O", "H", "N"], "positions_angstrom": [[1.366880, -1.275711, 0.465875], [1.007578, -0.510000, -1.206149], [2.447614, 0.065533, -0.210592], [-0.439078, 1.048336, 0.562802], [1.408917, -0.390624, -0.172081], [-2.551161, -0.921895, -0.589218], [-1.498467, 1.487648, 0.832588], [-2.341191, -0.006019, -0.286524], [0.598912, 0.502733, 0.603298]], "forces_ev_per_angstrom": [[0.6, -0.5, -0.9], [0.3, -0.2, 0.9], [-1.1, -0.9, 0.0], [-1.5, 0.0, 1.5], [0.9, 0.8, 0.0], [0.7, 2.5, 0.7], [-0.5, 0.5, -0.9], [-0.8, -2.3, -0.6], [1.3, 0.2, -0.8]], "lowdin_charge": [0.086, 0.098, 0.099, -0.355, -0.080, -0.128, 0.122, 0.088, 0.070], "spin_multiplicity": 1, "energy_ha": -308.45498, "de_lowest_kcal_mol": 17.52, "homo_energy_ev": -10.84, "smiles": "CN=C=O.F", "fmax_ev_per_a": 2.7}



{"formula": "C43H69N6O3", "method": "wB97M-V/def2-TZVPD", "elements": ["C", "H", "H", "C", "H", "H", "C", "H", "H", "C", "H", "H", "N", "H", "H", "H", "C", "C", "H", "H", "H", "H", "N", "C", "C", "H", "H", "C", "C", "H", "C", "C", "C", "C", "N", "H", "H", "H", "H", "H", "C", "H", "C", "C", "H", "H", "H", "C", "H", "O", "H", "H", "C", "H", "N", "N", "C", "O", "H", "H", "C", "H", "H", "C", "C", "C", "C", "H", "H", "H", "C", "H", "H", "C", "H", "C", "H", "H", "H", "H", "H", "C", "H", "H", "H", "C", "C", "H", "C", "C", "H", "N", "C", "C", "C", "C", "H", "H", "H", "H", "H", "C", "C", "H", "O", "H", "H", "C", "H", "H", "C", "H", "H", "C", "H", "H", "H", "H", "C", "H", "H"], "positions_angstrom": [[2.137010, 0.700998, 1.821706], [-6.609473, 1.447279, 4.050655], [5.455892, -9.137105, 2.512907], [-5.625489, 1.349068, 0.928220], [-1.920406, -2.901938, -2.962571], [-7.151505, 3.421859, 1.110657], [-1.977029, -0.902082, -2.215982], [0.324717, -11.415754, 3.330853], [3.689631, -7.627947, 4.502745], [-0.738301, -0.035197, -0.239172], [-0.103720, 0.593299, -0.858114], [0.208938, -5.071396, 1.195193], [4.824121, -6.523098, 3.136231], [6.920661, -6.484526, 3.153052], [3.081956, -5.353989, 3.371869], [3.480945, -7.493210, 0.832235], [-4.611389, -2.152947, 1.864456], [-5.600194, -0.244778, 3.139206], [3.261993, -5.707910, 1.037746], [6.392769, -7.174795, -0.647889], [-7.708784, 3.036365, 2.791338], [4.586876, -5.263204, -0.917220], [0.026520, -0.283611, 1.043390], [4.369462, -6.315945, -0.730413], [-5.057392, -0.730647, 1.952967], [4.840442, -13.505514, 10.598344], [0.512886, 1.792616, 0.881019], [0.695600, -10.843749, 4.170106], [2.251293, -0.820092, 1.788000], [-4.023409, -6.727912, 2.744162], [-3.755764, -6.274453, 1.793668], [5.117510, -8.862169, 3.510239], [4.137730, -5.306061, 3.643039], [6.165201, -6.722660, 3.897895], [3.326243, -12.245168, 9.854654], [0.617807, -7.626515, 5.004991], [-4.317652, -6.768232, 1.007287], [1.518397, -1.221755, -0.180758], [3.235364, -1.176182, 1.486167], [1.544059, -12.448590, 5.314952], [-1.226685, -1.295254, -0.928133], [-5.753902, -0.839590, 4.030990], [-2.662156, -2.105352, -2.846213], [1.159442, -1.263607, 0.846366], [-0.394271, -1.932355, -1.219912], [-1.155123, -9.669871, 2.740418], [3.290217, -13.487026, 11.579969], [-5.037418, 0.107276, 0.843887], [-4.703734, -0.213344, -0.134994], [-0.760407, -5.050702, 3.939477], [4.209344, -5.281316, 4.727370], [-2.969235, -4.608692, 3.565157], [4.076740, -7.762244, 3.490496], [-5.773048, 1.963220, 0.050217], [0.441814, -9.522314, 4.117419], [-6.199235, 1.766496, 2.063215], [-0.346400, -8.984398, 2.972136], [-0.406110, -4.565854, 1.748819], [1.108632, -12.923455, 7.472020], [-1.625622, 0.506936, 0.096031], [0.652936, 0.982533, 1.593527], [2.463130, 1.152127, 2.756092], [0.169302, 1.258166, 2.525602], [2.330943, -11.155879, 7.526906], [2.435444, -12.929139, 9.129373], [5.461625, -7.265190, -1.203324], [4.007938, -12.927366, 10.985442], [-2.688003, -6.341454, 1.598550], [5.602160, -7.199463, -2.278176], [1.811924, -8.491829, 6.954068], [1.555634, -9.185440, 6.164544], [5.824345, -7.233101, 1.467962], [6.250257, -6.013962, 4.713637], [3.262613, -10.476234, 8.312863], [3.468958, -6.566091, -1.300774], [3.734463, -11.017526, 9.479830], [5.641578, -5.440319, 1.547542], [-1.241406, -0.513979, -2.928589], [6.008208, -8.277613, 5.385726], [-2.656295, -0.058416, -2.055234], [-3.407294, -2.518208, -2.159205], [3.937280, -6.511069, 0.735369], [-1.629866, -0.095597, 2.319081], [2.244945, -13.929061, 9.496556], [4.512393, -10.580016, 10.088031], [-0.072850, -5.273888, 2.942712], [-3.853649, -2.743701, 2.868311], [3.614143, -9.490155, 8.037447], [-6.094797, 1.039554, 3.190595], [1.853390, -12.362994, 8.021687], [-1.951665, -1.836082, -0.314637], [-4.104553, -4.837413, 1.837223], [-4.843406, -4.301513, 0.851085], [-3.567752, -4.098089, 2.816064], [-6.870438, 3.095262, 2.103503], [-5.105368, -2.958394, 0.832289], [4.711228, -9.734459, 4.020260], [-3.051605, -1.888969, -3.835095], [-0.309749, -1.017796, 2.996921], [2.142595, -1.229380, 2.798579], [2.754070, 1.162300, 1.050012], [-0.876111, -0.849418, 2.083323], [5.150093, -6.402869, 1.662866], [-6.161030, 3.803059, 2.537100], [0.828183, -6.146183, 2.802275], [-0.729491, -8.011314, 3.260038], [4.644130, -4.434298, 3.239112], [6.231629, -8.190947, 4.323724], [7.237254, -8.547216, 4.121405], [-3.558397, -2.136123, 3.713783], [1.380239, -11.383403, 5.227477], [0.339808, -8.850010, 2.140629], [-5.761174, -2.542243, 0.079199], [1.746109, -10.562444, 6.299128], [-1.344461, -1.768623, 1.751488], [4.370057, -12.170077, 11.681540], [3.233515, -7.882608, 2.816337], [-5.215125, -5.012605, 0.127580], [0.884181, -8.676436, 5.061123], [0.790060, -2.264580, 1.060905], [5.109888, -8.295224, -1.049842]], "forces_ev_per_angstrom": [[0.2, 0.2, -0.2], [0.2, 0.0, 0.1], [-0.1, -0.1, 0.0], [-0.5, -0.2, -0.3], [0.0, 0.0, -0.1], [-0.1, -0.2, -0.1], [0.6, 0.2, -0.4], [0.0, -0.1, 0.1], [0.0, 0.2, 0.0], [-0.5, -0.3, 0.8], [0.0, 0.0, -0.2], [-0.2, 0.4, -0.7], [0.8, 0.2, 1.1], [0.2, 0.0, 0.2], [0.1, 0.1, -0.2], [-0.2, 0.0, 0.1], [-0.5, -0.2, 0.0], [0.0, 0.3, 0.4], [-0.5, -0.3, -0.2], [0.2, 0.2, -0.3], [-0.2, -0.1, -0.3], [0.2, 0.0, 0.0], [0.1, -0.5, 0.1], [-0.7, -0.3, 0.0], [0.2, -0.3, 0.1], [-0.1, -0.2, 0.0], [-0.2, -0.1, 0.0], [0.1, 0.2, -0.2], [0.4, -0.1, 0.9], [0.1, 0.0, 0.1], [-0.1, -0.1, 0.0], [0.0, 0.1, 0.3], [-0.4, -0.1, 0.0], [0.1, 0.2, -0.8], [0.5, -0.1, -0.1], [0.0, 0.0, -0.4], [0.0, 0.1, -0.1], [-0.2, 0.2, -0.1], [-0.1, 0.1, -0.3], [0.0, 0.0, -0.4], [-0.3, 0.6, -0.7], [0.3, -0.2, -0.1], [0.5, -0.3, 0.5], [0.4, -0.4, 0.0], [-0.1, -0.3, 0.2], [0.1, -0.1, 0.0], [0.0, -0.4, -0.4], [-0.2, 0.0, -0.1], [0.2, -0.1, 0.1], [-0.3, 0.4, -0.2], [0.0, -0.1, 0.0], [0.2, 0.1, -0.1], [-0.4, -0.2, -0.3], [0.1, 0.2, 0.1], [-0.2, 0.4, -0.2], [0.5, 0.5, 0.0], [0.3, 0.1, 0.2], [0.7, -0.7, 0.6], [0.0, -0.1, 0.2], [0.2, 0.4, -0.2], [0.4, 0.6, -0.1], [0.0, -0.2, 0.1], [-0.2, -0.1, -0.1], [-0.3, 0.3, 0.8], [0.0, 0.0, 0.6], [-0.5, -0.6, 0.3], [-0.1, 0.7, 0.7], [0.0, -0.1, 0.1], [0.3, 0.3, 0.0], [0.0, 0.0, 0.0], [-0.3, 0.0, 0.0], [0.2, 0.3, -0.1], [-0.2, 0.1, 0.0], [0.0, 0.6, -0.3], [0.1, 0.3, -0.2], [0.1, -0.7, -0.1], [0.3, -0.1, 0.0], [0.0, 0.0, 0.0], [0.2, -0.1, 0.1], [-0.2, -0.2, 0.2], [-0.3, 0.1, -0.3], [1.0, 0.6, 0.3], [0.0, -0.1, -0.1], [-0.3, 0.0, -0.1], [-0.1, 0.2, 0.1], [-0.5, -0.9, 0.5], [-0.1, 0.2, 0.0], [0.1, -0.1, -0.1], [-1.0, -0.2, -0.5], [0.2, -0.5, -0.9], [0.3, -0.2, 0.3], [0.5, -0.2, -0.2], [0.0, -0.3, 0.1], [-0.4, 0.5, 0.3], [0.5, 0.2, 0.7], [-0.1, 0.4, 0.1], [0.1, -0.2, -0.2], [-0.3, 0.0, 0.1], [0.1, -0.2, -0.1], [-0.4, 0.0, -0.1], [-0.1, -0.1, -0.1], [-0.3, 0.4, 0.4], [-0.7, -0.8, -0.1], [0.0, 0.0, -0.2], [0.1, 0.5, -0.3], [0.0, 0.0, 0.0], [-0.1, 0.1, 0.0], [-0.1, 0.4, -0.2], [-0.1, -0.3, 0.1], [0.3, -0.2, 0.0], [-0.3, -0.1, 0.7], [-0.1, 0.0, -0.1], [0.1, -0.1, -0.1], [0.4, 0.3, -0.4], [0.2, -0.1, -0.1], [0.2, 0.1, -0.3], [0.0, 0.0, 0.0], [-0.1, 0.2, -0.1], [0.0, -0.5, 0.8], [-0.1, 0.0, -0.2], [0.1, 0.1, 0.1]], "lowdin_charge": [-0.119, 0.164, 0.125, 0.027, 0.084, 0.114, -0.255, 0.161, 0.128, -0.109, 0.152, 0.086, -0.258, 0.134, 0.083, 0.110, -0.131, 0.059, 0.105, 0.072, 0.117, 0.113, -0.254, -0.244, -0.130, 0.126, 0.139, 0.030, -0.148, 0.118, 0.053, -0.128, 0.020, -0.058, -0.066, 0.144, 0.109, 0.146, 0.127, 0.141, -0.189, 0.147, -0.088, -0.104, 0.121, 0.112, 0.120, 0.043, 0.131, -0.015, 0.110, 0.134, -0.134, 0.161, -0.057, -0.065, 0.045, -0.001, 0.141, 0.132, -0.077, 0.130, 0.133, -0.118, 0.040, -0.088, 0.061, 0.101, 0.089, 0.136, 0.049, 0.121, 0.133, 0.046, 0.113, 0.035, 0.149, 0.125, 0.116, 0.107, 0.058, -0.178, 0.108, 0.167, 0.160, -0.793, 0.044, 0.131, 0.039, 0.060, 0.101, -0.059, 0.032, 0.028, 0.068, 0.054, 0.116, 0.090, 0.124, 0.120, 0.131, 0.006, -0.116, 0.125, -0.083, 0.081, 0.116, -0.119, 0.133, 0.140, 0.057, 0.110, 0.145, -0.113, 0.078, 0.114, 0.115, 0.157, 0.019, 0.117, 0.087], "spin_multiplicity": 1, "energy_ha": -2232.44870, "total_charge": 5, "homo_energy_ev": -18.81, "fmax_ev_per_a": 1.4}



{"formula": "C4H9NO2", "method": "wB97M-V/def2-TZVPD", "elements": ["H", "H", "O", "C", "H", "C", "C", "N", "C", "H", "O", "H", "H", "H", "H", "H"], "positions_angstrom": [[-2.531264, 0.694372, -1.011134], [-2.416916, 0.052956, 0.642596], [2.496748, -1.661490, -0.445495], [-0.515591, 0.217286, -0.375673], [-2.245744, -1.034086, -0.758780], [0.261720, -0.739285, 0.512497], [-2.016983, -0.035231, -0.372940], [2.541386, 0.537646, 0.405474], [2.090574, -0.622120, -0.040991], [-0.641542, 2.177132, -0.435315], [-0.220390, 1.520886, 0.133871], [1.834354, 1.268734, 0.288432], [0.129068, -1.788340, 0.251526], [-0.084693, -0.610488, 1.553762], [1.459390, -0.108821, 1.059913], [-0.140120, 0.130850, -1.407740]], "forces_ev_per_angstrom": [[0.1, -0.1, 0.1], [0.1, 0.0, -0.1], [-0.2, 0.5, 0.2], [0.0, -0.2, -0.1], [0.1, 0.1, 0.1], [-0.3, -0.1, 0.0], [-0.1, 0.0, 0.0], [0.1, -0.1, -0.2], [0.4, -0.4, -0.1], [0.1, -0.1, 0.1], [-0.1, 0.2, -0.2], [0.0, -0.1, 0.1], [0.0, 0.2, 0.0], [0.1, 0.0, -0.1], [-0.2, 0.1, 0.1], [0.0, 0.0, 0.1]], "lowdin_charge": [0.081, 0.087, 0.113, -0.472, 0.086, -0.067, -0.050, 0.120, -0.556, 0.104, -0.062, 0.055, 0.112, 0.123, 0.178, 0.147], "spin_multiplicity": 1, "energy_ha": -362.91072, "de_lowest_kcal_mol": 109.70, "homo_energy_ev": -9.11, "fmax_ev_per_a": 0.6}